Entry from the OMol25 dataset: a cluster of 8 separate species, C29H76BF4N5O9 in total (ωB97M-V/def2-TZVPD).

## Properties
* E_HOMO (spin up / spin down): -4.62 / -8.35 eV
* <S²>: 0.7506
* net charge: +1
* 2S+1: 2

The geometry in XYZ format:
```
124
Properties=species:S:1:pos:R:3:lowdin_spin:R:1
C 2.39960 -2.49619 -2.04649 0.026
N 3.86521 -2.21774 -1.64724 0.002
C 3.71574 -1.53789 -0.20926 0.004
C 4.59472 -3.61660 -1.55143 0.014
C 4.55826 -1.32012 -2.66499 0.001
C 4.66204 -1.84451 -4.13691 0.002
O 3.50691 -2.33913 -4.78494 0.008
H 1.95239 -3.07825 -1.24069 0.029
H 2.47949 -3.02814 -2.99451 0.005
H 2.02262 -1.48780 -2.21719 0.002
H 4.71614 -1.47035 0.21822 0.000
H 3.18883 -2.14856 0.52393 0.004
H 3.29938 -0.53320 -0.28231 0.000
H 5.65540 -3.42554 -1.38849 0.001
H 4.37115 -4.22636 -2.42682 0.004
H 4.22887 -4.11093 -0.65149 0.011
H 5.57062 -1.21846 -2.27398 0.000
H 4.16663 -0.30339 -2.63325 0.000
H 5.44863 -2.59829 -4.17159 0.000
H 5.18903 -1.04921 -4.66404 0.000
H 3.54224 -2.26140 -5.74113 0.001
C -3.16975 2.55251 0.92076 0.001
N -4.35671 2.24014 -0.00824 0.001
C -3.82462 1.67194 -1.39529 0.011
C -5.20017 1.05860 0.66151 0.011
C -5.35587 3.46416 -0.16702 0.001
C -4.80830 4.67507 -0.76196 0.000
O -4.32802 4.63391 -2.12610 0.001
H -2.76958 1.56329 1.14307 0.001
H -3.54108 2.88405 1.89045 0.000
H -2.61786 3.35762 0.43566 0.000
H -3.44205 0.65154 -1.37238 0.010
H -2.81510 2.07389 -1.48136 0.000
H -4.46376 1.77516 -2.27219 0.002
H -5.67274 1.38461 1.58806 0.000
H -4.44275 0.29279 0.82872 0.007
H -5.91511 0.85511 -0.13569 0.003
H -5.75517 3.60837 0.83690 0.000
H -6.18431 3.14942 -0.80161 0.000
H -3.96084 5.15314 -0.27069 0.000
H -5.57225 5.44884 -0.83790 0.000
H -4.05093 5.50952 -2.40558 0.000
C 4.52326 2.58860 2.92611 0.000
N 3.43762 3.54160 2.51353 0.000
C 3.96175 4.99174 2.08754 0.000
C 2.69776 2.97761 1.30241 0.000
C 2.41214 3.75627 3.68059 0.000
C 1.49711 2.57068 4.03046 0.000
O 2.23014 1.51841 4.59219 0.001
H 4.14389 1.56732 2.96026 0.000
H 4.85379 2.90686 3.91483 0.000
H 5.32960 2.63541 2.19418 0.000
H 3.95635 5.66318 2.94617 0.000
H 3.42393 5.47747 1.27333 0.000
H 4.92028 4.85487 1.58696 0.000
H 1.80827 3.55575 1.05211 0.000
H 2.42215 1.93015 1.42474 0.000
H 3.41377 3.17058 0.50354 0.000
H 1.72999 4.48821 3.24813 0.000
H 2.82831 4.22290 4.57343 0.000
H 0.82758 2.35392 3.19809 0.000
H 0.86114 2.88677 4.85734 0.000
H 2.34201 1.82786 5.49403 0.000
C -1.03758 -1.97582 3.62994 0.003
N -1.21327 -3.27025 2.72182 0.004
C -2.34065 -2.89583 1.71406 0.038
C 0.13198 -3.52116 1.96209 0.049
C -1.70175 -4.39780 3.70855 0.006
C -1.64930 -5.86186 3.07280 0.023
O -2.94325 -5.99845 2.53868 0.030
H -0.91595 -1.09641 2.99753 0.000
H -0.08970 -2.13928 4.14269 0.001
H -1.83747 -2.03477 4.36805 0.000
H -2.14751 -1.99612 1.12983 0.009
H -3.30346 -2.75759 2.20597 0.006
H -2.65048 -3.70502 1.05276 0.034
H -0.05672 -4.30100 1.22430 0.059
H 0.78518 -3.85781 2.76714 0.008
H 0.37200 -2.58628 1.45565 0.006
H -2.65152 -4.01450 4.08153 0.001
H -0.89267 -4.36627 4.43827 0.001
H -1.34275 -6.67402 3.73198 0.001
H -0.94159 -5.95942 2.24956 0.019
H -2.97197 -6.72845 1.91589 0.010
C -3.63296 -1.25248 -4.33907 0.031
N -2.15436 -0.93526 -4.26359 0.004
C -1.45789 -1.38313 -5.52802 0.017
C -1.93477 0.60019 -4.13985 0.008
C -1.52648 -1.44351 -2.85812 0.032
C -1.50934 -2.90517 -2.67936 0.098
O -0.53055 -3.61201 -3.42633 0.109
H -4.12806 -0.98714 -3.40495 0.016
H -3.81533 -2.30428 -4.55939 0.008
H -4.01838 -0.56625 -5.09316 0.002
H -1.94003 -0.89681 -6.37604 0.001
H -1.44427 -2.46389 -5.66898 0.007
H -0.39808 -1.12845 -5.52153 0.004
H -2.29579 1.27301 -4.91772 0.001
H -0.86526 0.76016 -4.27641 0.002
H -2.22874 0.86251 -3.12354 0.001
H -2.12633 -1.02921 -2.04780 0.016
H -0.52103 -1.04108 -2.73471 0.003
H -2.46281 -3.36582 -2.93782 0.027
H -1.49909 -3.08125 -1.60373 0.043
H -0.29216 -4.40709 -2.94404 0.078
B -0.05229 0.61697 -0.23747 0.006
F -0.14507 1.30603 1.02190 0.001
F 1.25900 0.66086 -0.63312 0.001
F -0.44571 -0.74238 -0.18914 0.008
F -0.77446 1.28268 -1.18168 0.001
C 4.38841 2.42599 -2.30343 0.000
C 5.20559 2.36820 -1.05808 0.000
O 5.81721 3.42794 -0.67638 0.000
O 5.25182 1.25889 -0.43110 0.000
H 3.34684 2.21300 -2.06287 0.000
H 4.93706 1.67036 -2.86568 0.000
H 4.44822 3.33984 -2.89452 0.000
C -1.96343 1.16732 4.13972 0.000
C -3.26656 1.27862 4.89297 0.000
O -4.16592 0.60952 4.38178 0.001
O -3.40368 1.88800 5.97854 0.000
H -2.09918 0.92114 3.08660 0.000
H -1.24253 0.46067 4.55088 0.000
H -1.42275 2.11322 4.17205 0.000
```